C24H28GeMoO6S4Sb2 | ωB97M-V with the def2-TZVPD basis set

```
66
Properties=species:S:1:pos:R:3:lowdin_spin:R:1
Mo -1.34904 0.32949 -2.13058 1.702
O 1.48427 1.13690 -0.53942 0.002
S 1.20214 0.91343 -1.92052 0.022
O 2.38113 0.95003 -2.75581 0.073
O 0.49396 -0.41044 -2.16590 0.035
O 0.17098 1.87645 -2.42390 0.049
S -4.87432 -1.67413 -5.33477 0.106
Sb -3.04169 -2.18721 -4.12404 0.084
S -3.32066 -0.80019 -2.01285 0.069
S -1.45617 -0.11316 -4.40598 0.251
O -2.34524 1.84867 -0.97731 0.007
C -1.73857 1.46528 0.05244 0.022
O -0.94732 0.50044 -0.05884 0.017
C -2.02122 1.97665 1.43249 0.003
C -2.26388 0.71749 2.25669 0.002
Ge -0.59869 -0.45428 2.30368 0.000
C 0.86290 0.80903 2.77954 0.000
C 0.60126 1.76135 3.75873 0.000
C 1.55168 2.69663 4.12418 0.000
C 2.78546 2.70417 3.49597 0.000
C 3.05581 1.76723 2.51425 0.000
C 2.10636 0.82120 2.16583 0.000
C -0.95753 -1.55185 3.95740 0.000
C -0.76648 -2.92749 3.93921 0.000
C -1.01366 -3.70492 5.05664 0.000
C -1.46334 -3.11478 6.22507 0.000
C -1.66595 -1.74593 6.26009 0.000
C -1.41447 -0.98036 5.13689 0.000
C -0.05914 -1.83437 0.96961 0.002
C 1.24784 -2.30067 0.99114 0.001
C 1.71124 -3.15065 0.00360 0.003
C 0.86413 -3.56565 -1.00928 0.000
C -0.46037 -3.16291 -1.00231 0.004
C -0.91627 -2.30064 -0.01814 0.004
H -2.87388 2.65863 1.42220 0.000
H -1.13476 2.50313 1.79544 0.001
H -3.10600 0.16997 1.82819 0.000
H -2.52760 0.97796 3.28261 0.000
H -0.36654 1.77206 4.24204 0.000
H 1.32628 3.42602 4.89089 0.000
H 3.52928 3.44146 3.76920 0.000
H 4.00777 1.77881 2.00266 0.000
H 2.32193 0.12367 1.37504 0.000
H -0.41826 -3.38963 3.02468 0.000
H -0.85736 -4.77441 5.01648 0.000
H -1.65940 -3.71725 7.10229 0.000
H -2.02263 -1.27419 7.16580 0.000
H -1.57690 0.08661 5.18538 0.000
H 1.90186 -2.00712 1.80362 0.000
H 2.73967 -3.48617 0.02269 0.000
H 1.22941 -4.22702 -1.78240 0.000
H -1.14068 -3.55144 -1.75554 0.001
H -1.95880 -2.00644 0.00450 0.002
C 0.59184 0.74453 -7.16335 0.049
Sb 0.96149 1.11395 -5.01123 0.315
C 2.95612 2.02305 -5.33722 0.130
C -0.15932 2.96673 -5.16383 0.013
H 0.84956 1.64601 -7.69885 0.006
H -0.44947 0.49825 -7.31792 0.002
H 1.21898 -0.05988 -7.51634 0.000
H 2.93111 2.59987 -6.25572 0.012
H 3.69129 1.22695 -5.40440 0.001
H 3.19000 2.64635 -4.48248 0.004
H 0.36584 3.64230 -5.83688 0.004
H -0.26118 3.41310 -4.18040 0.000
H -1.14481 2.73933 -5.57097 0.000
```

Its spin multiplicity is 4. The charge is -1. The energy above the lowest of the compared OMol25 structures with the same formula, charge and spin comes out at 78.2 kJ/mol. The LUMO energy (spin up / spin down) is 1.76 / 0.34 eV. For the frontier orbital gap (spin up / spin down), the calculation gives 6.5699 / 5.6545 eV.